{"formula": "C63H60AsN4O2RbS", "method": "ωB97M-V with the def2-TZVPD basis set", "elements": ["Rb", "O", "C", "C", "C", "C", "C", "C", "C", "C", "C", "O", "C", "C", "C", "C", "C", "C", "C", "C", "C", "C", "C", "C", "N", "C", "C", "C", "C", "C", "C", "C", "C", "C", "C", "C", "C", "H", "H", "H", "H", "H", "H", "H", "H", "H", "H", "H", "H", "H", "H", "H", "H", "H", "H", "H", "H", "H", "H", "H", "H", "H", "H", "H", "N", "C", "S", "C", "C", "C", "N", "C", "C", "H", "H", "H", "H", "H", "H", "C", "C", "C", "C", "C", "C", "As", "N", "C", "C", "C", "C", "C", "C", "C", "C", "C", "C", "C", "C", "C", "C", "C", "C", "C", "C", "H", "H", "H", "H", "H", "H", "H", "H", "H", "H", "H", "H", "H", "H", "H", "H", "H", "H", "H", "H", "H", "H", "H", "H", "H", "H", "H"], "coordinates": [[-0.020, 0.438, 0.273], [-0.965, 0.056, 2.709], [-1.656, -0.871, 3.391], [-1.923, -2.136, 2.501], [-2.683, -1.870, 1.227], [-4.065, -1.679, 1.233], [-4.721, -1.502, 0.028], [-4.000, -1.561, -1.152], [-2.623, -1.780, -1.089], [-1.816, -1.969, -2.348], [-1.388, -0.632, -3.048], [-0.657, 0.112, -2.208], [-0.537, -0.944, -4.303], [-0.183, -2.211, -4.748], [0.699, -2.378, -5.816], [1.237, -1.278, -6.459], [0.886, -0.001, -6.024], [0.014, 0.157, -4.964], [-2.678, 0.072, -3.536], [-3.044, 1.274, -2.951], [-4.218, 1.918, -3.322], [-5.040, 1.367, -4.297], [-4.669, 0.173, -4.906], [-3.495, -0.464, -4.530], [-1.987, -1.900, 0.083], [-0.853, -1.284, 4.647], [-0.579, -0.275, 5.573], [0.199, -0.515, 6.690], [0.737, -1.781, 6.911], [0.481, -2.788, 6.000], [-0.312, -2.542, 4.879], [-3.033, -0.365, 3.889], [-3.862, -1.128, 4.710], [-5.114, -0.661, 5.085], [-5.551, 0.586, 4.651], [-4.717, 1.364, 3.859], [-3.466, 0.890, 3.488], [-2.455, -2.914, 3.063], [-0.948, -2.531, 2.212], [-4.604, -1.669, 2.171], [-5.794, -1.342, 0.008], [-4.484, -1.455, -2.113], [-2.383, -2.618, -3.026], [-0.892, -2.479, -2.069], [-0.575, -3.091, -4.255], [0.974, -3.379, -6.131], [1.938, -1.406, -7.276], [1.316, 0.870, -6.505], [-0.225, 1.145, -4.588], [-2.360, 1.661, -2.203], [-4.499, 2.850, -2.843], [-5.960, 1.864, -4.583], [-5.297, -0.260, -5.677], [-3.203, -1.390, -5.015], [-0.972, 0.715, 5.378], [0.402, 0.289, 7.390], [1.361, -1.969, 7.777], [0.905, -3.775, 6.147], [-0.488, -3.350, 4.181], [-3.518, -2.097, 5.056], [-5.751, -1.269, 5.718], [-6.530, 0.953, 4.938], [-5.048, 2.343, 3.530], [-2.765, 1.454, 2.883], [-3.601, 6.142, -3.026], [-3.907, 5.895, -1.744], [-5.199, 6.587, -0.986], [-2.978, 4.953, -1.082], [-3.454, 3.912, -0.298], [-2.545, 2.987, 0.190], [-1.232, 3.072, -0.013], [-0.776, 4.103, -0.712], [-1.605, 5.056, -1.285], [-4.203, 6.742, -3.563], [-2.905, 5.587, -3.496], [-4.514, 3.804, -0.110], [-2.887, 2.123, 0.752], [0.298, 4.143, -0.860], [-1.182, 5.868, -1.864], [4.959, -0.527, -6.660], [4.726, -0.149, -5.221], [4.433, -1.105, -4.264], [4.175, -0.776, -2.934], [3.852, -1.891, -1.980], [4.225, 0.568, -2.533], [3.528, 1.266, -0.800], [2.898, -0.034, 0.274], [3.642, -0.815, 1.103], [5.052, -0.907, 1.190], [5.680, -1.737, 2.111], [4.955, -2.529, 2.987], [3.560, -2.482, 2.906], [2.926, -1.667, 1.995], [5.137, 2.081, 0.083], [6.480, 2.034, -0.321], [6.992, 1.143, -1.427], [7.433, 2.805, 0.349], [7.109, 3.608, 1.427], [8.154, 4.425, 2.139], [5.787, 3.612, 1.852], [4.808, 2.869, 1.207], [3.406, 2.900, 1.761], [4.504, 1.549, -3.504], [4.531, 3.018, -3.163], [4.763, 1.180, -4.819], [4.888, -1.607, -6.795], [5.945, -0.207, -7.005], [4.216, -0.061, -7.312], [4.374, -2.148, -4.560], [3.797, -2.843, -2.511], [2.909, -1.707, -1.467], [4.610, -1.975, -1.196], [5.662, -0.308, 0.533], [6.766, -1.756, 2.136], [5.452, -3.166, 3.708], [2.956, -3.091, 3.572], [1.843, -1.659, 1.933], [6.463, 0.192, -1.462], [8.054, 0.944, -1.273], [6.875, 1.591, -2.416], [8.468, 2.751, 0.022], [9.134, 4.295, 1.678], [8.236, 4.134, 3.189], [7.910, 5.490, 2.115], [5.506, 4.203, 2.720], [3.361, 3.511, 2.663], [3.060, 1.892, 1.997], [2.698, 3.304, 1.032], [3.661, 3.295, -2.564], [4.538, 3.621, -4.072], [5.412, 3.282, -2.572], [4.969, 1.956, -5.552]], "total_charge": -2, "e_homo_ev": -1.66, "lumo_energy_ev": 3.19, "relative_energy_kcal_mol": 0.00}